No. 1
76
Properties=species:S:1:pos:R:3:forces:R:3 method="wB97M-V/def2-TZVPD" s_squared=6.04 homo_energy_ev="-5.320 / -8.726" total_energy_ev=-83532.1505 de_lowest_kcal_mol=20.4 spin_multiplicity=5
Rh 0.59078 0.39813 0.41075 -0.39 1.21 -2.44
O 4.99811 0.24960 0.28608 -1.59 0.45 -0.83
S 3.72155 0.65181 -0.29536 -1.29 -0.69 1.48
O 3.28773 0.01846 -1.55175 1.12 0.89 1.19
O 2.57364 0.44299 0.78389 2.47 0.48 -0.95
C 3.85373 2.44194 -0.61284 -1.95 0.52 0.00
C 5.11381 2.80248 -0.98216 0.55 -1.87 0.68
C 5.39768 4.03281 -1.43707 1.25 2.87 -0.89
C 4.42667 5.02712 -1.46718 -0.55 -0.25 -0.49
C 3.09451 4.72650 -1.17189 1.30 -0.73 0.69
C 2.82995 3.44074 -0.70847 -0.56 -0.90 0.07
S 1.08397 3.12067 -0.35052 1.06 -1.22 -0.23
O 0.91473 1.77074 -1.11652 -0.17 2.13 1.00
O 0.36238 4.26420 -0.81246 -0.26 -0.39 -0.50
O 0.92396 2.84485 1.08352 0.08 -0.05 -0.44
H 5.87525 2.05610 -0.83918 0.33 -0.09 -0.30
H 6.42041 4.28270 -1.78967 -0.76 -0.23 0.45
H 4.63352 6.03093 -1.79556 0.34 0.12 -0.12
H 2.32922 5.48070 -1.24519 -0.20 -0.13 0.04
N -1.19172 0.46231 -0.12536 4.00 -2.27 1.35
C -2.36134 0.91940 0.14832 -6.40 0.96 -1.66
C -3.29353 0.98187 -1.03448 1.96 0.68 0.65
C -4.57874 1.49994 -1.00781 -2.82 -0.07 1.13
C -5.27659 1.87550 -2.16929 -0.21 0.10 2.04
C -4.68610 1.82202 -3.37446 1.94 -0.35 -1.36
C -3.36848 1.30233 -3.45647 0.07 0.20 -1.21
C -2.72717 0.82260 -2.33937 -0.46 -0.14 0.07
C -2.91901 1.16391 1.48627 2.07 -0.02 -1.22
C -4.11717 0.60356 1.85598 -1.84 -0.92 1.11
C -4.68019 0.92266 3.09959 0.78 0.47 -0.35
C -4.05945 1.87825 3.93748 -0.79 -1.59 -0.09
C -2.77962 2.26325 3.59135 0.85 0.80 -0.39
C -2.17057 1.95863 2.35831 -1.91 -0.35 1.11
H -5.23469 1.47923 -0.07814 1.41 0.49 -1.13
H -6.26135 2.31362 -2.06885 -0.12 -0.25 0.08
H -5.19385 2.14042 -4.25927 -0.16 0.25 -0.41
H -2.81428 1.32612 -4.44147 -0.85 -0.36 1.17
H -1.85247 0.21378 -2.47299 0.65 0.31 0.14
H -4.64525 -0.13936 1.21506 0.70 0.67 0.52
H -5.53247 0.37021 3.45581 -0.45 0.17 -0.11
H -4.58378 2.13866 4.88017 0.82 -0.03 -0.66
H -2.21781 2.86489 4.27752 0.17 0.44 0.30
H -1.24092 2.38871 2.04023 0.18 0.18 -0.04
Te 1.09554 -1.30288 -1.61223 -1.00 0.13 -1.19
C -0.61878 -2.56360 -1.70411 -0.11 -1.82 -0.14
C -1.40965 -2.73789 -2.84608 0.23 2.97 -1.39
C -2.47679 -3.59633 -2.94647 -0.55 -0.84 -0.05
C -2.76226 -4.44736 -1.89097 -0.67 -1.02 1.57
C -2.01418 -4.32309 -0.72124 1.39 1.10 -1.08
C -0.88668 -3.48000 -0.69090 -0.02 0.12 0.90
C 2.38813 -2.79152 -1.01739 0.56 -0.60 1.27
C 2.44799 -3.85468 -1.89633 0.33 -0.97 -1.18
C 3.38403 -4.86480 -1.65207 -0.38 -0.65 0.53
C 4.14142 -4.89066 -0.47274 -0.09 0.03 -1.63
C 4.05024 -3.85318 0.41190 -0.46 0.92 0.38
C 3.18019 -2.80714 0.16929 -1.51 0.53 -0.50
H -1.30901 -1.99610 -3.69753 0.16 -1.00 0.94
H -3.10995 -3.58698 -3.82991 0.28 -0.08 0.03
H -3.54129 -5.25896 -1.82276 0.55 1.31 -0.72
H -2.24279 -4.81136 0.18511 -0.30 -1.00 0.61
H -0.19064 -3.54080 0.16424 -0.64 0.19 -0.22
H 1.79492 -3.95193 -2.81974 0.88 0.41 1.28
H 3.45198 -5.72977 -2.31552 -0.02 0.38 0.03
H 4.84675 -5.68363 -0.35355 0.28 -0.42 0.28
H 4.61126 -3.77461 1.31997 0.38 -0.38 0.34
H 3.00316 -2.06917 0.97149 0.32 -0.14 -0.81
C 0.70404 -1.29920 4.26681 0.35 0.37 0.49
C 0.68485 -0.33318 3.13342 -0.18 -2.15 -1.64
C 0.88736 1.09474 3.48594 0.86 -1.08 0.03
O 0.44375 -0.87109 1.99168 0.35 1.77 3.13
H -0.32925 -1.47709 4.56874 -0.14 -0.03 -0.02
H 1.22522 -0.86159 5.15876 -0.22 -0.78 -0.90
H 1.10406 -2.22795 3.86218 0.12 -0.10 0.50
H 0.12527 1.61295 2.97953 -0.86 1.04 -0.17
H 1.83583 1.52712 3.14263 -0.10 -0.38 -0.07
H 0.84024 1.09574 4.57131 -0.18 0.68 -0.06

=====

No. 2
86
Properties=species:S:1:pos:R:3:forces:R:3 method="wB97M-V/def2-TZVPD" s_squared=2.02 homo_energy_ev="-7.579 / -8.204" total_energy_ev=-87836.3634 de_lowest_kcal_mol=40.7 spin_multiplicity=3
W 0.99220 -0.29171 0.83606 1.46 0.22 0.38
C -1.72540 -1.25057 1.64592 0.04 0.05 -0.05
C -0.48789 -1.34986 2.33126 -0.18 -0.10 0.29
C -0.15797 -0.01905 2.79626 -0.28 -0.01 0.25
C -1.23127 0.83670 2.35819 -0.02 -0.06 -0.11
C -2.18843 0.07749 1.68635 0.05 -0.06 0.03
C -3.43842 0.58606 1.03919 -0.02 0.01 0.02
C -1.33755 2.29449 2.67079 0.02 -0.02 -0.03
C 0.56677 0.30088 4.08080 0.01 0.00 -0.08
C 0.05430 -2.65287 2.86550 0.01 0.00 -0.03
C -2.43826 -2.38752 0.99148 0.00 0.01 0.03
H -3.70810 -0.01067 0.16608 -0.01 -0.01 0.00
H -3.33248 1.62225 0.71114 0.00 0.00 -0.01
H -4.28904 0.55065 1.72459 -0.01 0.01 0.01
H -0.36182 2.77825 2.74706 0.00 0.01 -0.01
H -1.83617 2.43734 3.63380 0.00 0.02 0.01
H -1.91896 2.83293 1.92144 0.00 0.00 -0.01
H 1.55343 -0.14056 4.12288 0.08 -0.06 0.02
H -0.01437 -0.07097 4.92897 0.01 -0.01 0.01
H 0.66079 1.38061 4.22520 -0.02 0.00 0.01
H 0.74947 -3.15696 2.19065 -0.01 0.01 0.01
H -0.76738 -3.34197 3.06861 0.00 0.00 0.01
H 0.58061 -2.48478 3.80029 0.05 0.00 0.04
H -2.75417 -2.13479 -0.02369 -0.01 0.00 -0.01
H -3.34295 -2.64181 1.55097 0.00 -0.01 0.00
H -1.80813 -3.27236 0.93641 0.01 0.00 0.00
N 2.19555 1.38324 1.76046 -0.14 -0.04 0.03
N 2.73741 2.29037 0.81619 0.01 0.00 0.03
C 2.87903 1.72901 -0.48573 0.01 0.01 -0.04
O 3.59383 2.27946 -1.28923 0.00 0.02 0.02
O 2.14169 0.68344 -0.66711 -0.08 -0.05 0.23
H 1.73638 1.90514 2.49884 -0.08 -0.02 -0.04
H 2.89908 0.77564 2.18845 0.04 0.02 0.05
H 3.58409 2.74809 1.12799 0.01 -0.02 0.00
I 2.34806 -7.31891 -4.45018 0.00 0.00 0.00
C 2.02685 -5.67647 -3.20617 0.00 -0.01 -0.01
C 3.10998 -4.91386 -2.79006 0.00 0.00 0.00
C 2.89460 -3.82724 -1.95976 -0.03 0.00 0.01
C 1.60163 -3.50871 -1.55958 0.01 -0.03 0.02
C 0.52277 -4.27636 -1.98344 0.02 0.01 -0.01
C 0.73253 -5.36777 -2.80876 0.01 0.00 0.00
C 1.38291 -2.35531 -0.67090 -0.11 0.02 0.01
O 2.32037 -1.72244 -0.13728 -0.04 -0.20 -0.42
O 0.20761 -1.93580 -0.38824 -0.01 -0.06 -0.01
H 4.11137 -5.16661 -3.10854 0.00 0.00 0.00
H 3.72036 -3.21930 -1.61581 0.01 0.01 0.00
H -0.47567 -4.01723 -1.65712 -0.01 0.00 0.00
H -0.09944 -5.97444 -3.13728 0.00 0.00 0.00
F 4.62908 -2.87494 4.74497 -0.01 0.02 -0.04
C 3.48125 -2.58824 4.11376 -0.04 0.02 0.08
F 2.83589 -3.74526 3.91186 -0.01 0.02 -0.01
F 2.74426 -1.87238 4.96926 -0.09 0.09 -0.06
C 3.70512 -1.81342 2.75862 0.18 0.19 -0.15
O 2.61687 -1.12086 2.37062 -0.40 -0.15 0.03
C 4.86077 -0.77640 3.00416 0.02 0.05 -0.08
F 4.58780 -0.03688 4.09518 -0.03 -0.01 0.01
F 6.07780 -1.29225 3.15510 0.02 -0.04 0.00
F 4.92468 0.08976 1.97129 -0.05 -0.03 0.03
C 4.24491 -2.87928 1.74317 0.02 -0.01 -0.01
F 4.82125 -2.29944 0.68461 0.00 -0.05 0.06
F 3.27159 -3.68208 1.31068 -0.11 -0.04 -0.05
F 5.16867 -3.67737 2.30935 0.04 0.05 -0.05
N -3.50818 2.84801 -3.96472 -0.01 0.03 0.01
C -4.13283 3.94602 -4.51700 0.00 -0.01 -0.01
C -4.99730 4.09149 -5.59794 0.00 0.00 0.00
C -5.43584 5.37134 -5.86646 -0.01 0.00 -0.01
C -5.03099 6.46968 -5.08784 0.00 0.00 0.00
C -4.17393 6.31725 -4.01978 0.00 -0.01 0.00
C -3.71647 5.03012 -3.73324 0.00 0.00 0.00
N -2.85692 4.59752 -2.74061 -0.01 -0.04 0.00
C -2.75873 3.30851 -2.91302 0.00 0.04 0.00
C -1.94127 2.43730 -2.06707 0.04 0.00 0.04
C -2.00364 1.05272 -2.11950 0.02 0.01 0.01
C -1.21499 0.29747 -1.27351 0.01 0.03 0.06
N -0.36898 0.84603 -0.39263 -0.35 0.25 -0.43
C -0.29096 2.19099 -0.35934 0.02 -0.08 -0.02
C -1.05470 3.00816 -1.15579 -0.03 -0.03 -0.05
H -3.54510 1.90634 -4.30978 0.01 0.00 -0.01
H -5.31085 3.24912 -6.19987 0.00 0.00 -0.01
H -6.10873 5.53586 -6.69743 0.00 0.00 0.00
H -5.40271 7.45388 -5.33892 0.00 0.01 0.00
H -3.85614 7.15765 -3.41841 0.00 0.01 0.01
H -2.66727 0.52977 -2.79434 -0.01 0.00 0.00
H -1.24988 -0.78001 -1.29362 0.00 0.01 0.00
H 0.42851 2.61665 0.32552 -0.01 0.00 0.00
H -0.96188 4.08201 -1.09026 0.00 0.01 0.00

=====

No. 3
83
Properties=species:S:1:pos:R:3:forces:R:3 method="wB97M-V/def2-TZVPD" s_squared=0.76 homo_energy_ev="-10.423 / -10.423" total_energy_ev=-124518.7384 total_charge=+1 de_lowest_kcal_mol=61.8 spin_multiplicity=2
Ir 0.97511 -2.33565 0.64228 1.97 -0.13 0.23
N 2.86371 -3.18105 1.55505 -0.38 0.88 0.46
N 3.00061 -2.63541 2.86362 0.38 -0.69 -1.29
C 2.01439 -1.77264 3.23812 -0.44 0.71 1.39
O 2.09007 -1.10831 4.23539 -0.14 -0.33 -0.58
O 0.89959 -1.80312 2.48347 -0.60 0.35 0.16
H 2.53958 -4.13741 1.58027 0.14 -0.48 0.17
H 3.68653 -3.11099 0.97356 0.29 0.26 0.03
H 3.91790 -2.39303 3.19376 0.31 -0.16 -0.03
N -5.04851 -2.64765 0.05191 0.22 0.03 0.04
C -3.73482 -2.51589 0.30328 -0.33 0.00 -0.08
C -3.00803 -1.40377 -0.16105 0.17 0.05 -0.01
C -1.66277 -1.33822 0.07125 -0.19 0.19 -0.03
N -0.99062 -2.30445 0.73511 -1.26 0.41 -0.71
C -1.68246 -3.35182 1.22895 -0.20 -0.03 0.02
C -3.03022 -3.48636 1.03885 0.21 -0.04 0.15
H -5.54939 -1.95126 -0.47132 -0.01 0.01 0.01
H -5.57157 -3.42519 0.41332 -0.02 -0.03 0.00
H -3.49384 -0.61013 -0.71351 0.03 0.01 0.02
H -1.06686 -0.50800 -0.28878 -0.09 0.03 0.02
H -1.11517 -4.08335 1.78409 -0.01 -0.06 -0.01
H -3.54083 -4.34379 1.45479 0.01 0.00 0.02
O 1.20083 -0.31119 0.15525 0.24 -0.45 0.67
C 2.23769 -0.55888 -0.53140 0.43 1.39 -0.41
O 2.56907 -1.78224 -0.64985 -0.47 -0.41 -0.46
C 3.04852 0.53192 -1.15192 -0.05 0.09 0.02
C 3.06331 1.86516 -0.38727 -0.12 -0.68 -0.04
Ge 1.36989 2.63978 0.20671 0.28 2.06 1.23
C 0.56165 2.16032 1.88801 -0.51 -1.07 0.23
C 1.34855 2.13774 3.05196 -0.40 -0.09 -0.65
C 0.82168 1.66244 4.23664 -0.22 0.05 0.07
C -0.49691 1.23627 4.28135 -0.28 -0.06 -0.17
C -1.29792 1.28175 3.13844 -0.03 0.00 0.71
C -0.78475 1.76358 1.95431 0.91 -0.10 -0.02
C 1.90393 4.43452 0.92285 0.21 -0.36 -0.68
C 3.23410 4.86152 0.91717 -0.57 0.24 -0.15
C 3.53560 6.17737 1.22768 0.01 0.26 0.29
C 2.52561 7.05922 1.59835 0.23 -0.05 -0.06
C 1.20913 6.62635 1.66121 0.02 -0.08 0.20
C 0.90009 5.31284 1.35048 0.50 -0.09 -0.31
C 0.11697 2.95383 -1.21623 -0.23 -0.17 -0.32
C -1.14333 3.50530 -0.96228 0.01 -0.05 -0.05
C -2.00753 3.81292 -2.00214 0.04 -0.01 -0.01
C -1.62325 3.58108 -3.31566 -0.07 0.00 -0.02
C -0.37148 3.05458 -3.58608 0.02 -0.05 -0.05
C 0.48877 2.74237 -2.54305 -0.16 0.04 0.02
H 2.62709 0.68467 -2.14906 -0.03 -0.13 -0.07
H 4.05225 0.13233 -1.29718 0.04 -0.02 -0.07
H 3.49528 2.62928 -1.03379 0.09 -0.03 0.01
H 3.70649 1.77722 0.49082 0.00 0.06 -0.01
H 2.37058 2.49419 3.02384 0.08 -0.01 -0.05
H 1.43968 1.60349 5.11935 0.02 0.04 0.09
H -0.91074 0.87453 5.21241 -0.01 -0.08 0.01
H -2.32299 0.93549 3.18394 -0.07 0.07 0.07
H -1.41093 1.81060 1.07450 -0.03 -0.11 -0.11
H 4.03851 4.19070 0.64723 0.03 -0.04 -0.13
H 4.56105 6.51832 1.17896 0.04 0.04 0.08
H 2.77120 8.07986 1.85769 0.00 0.05 -0.06
H 0.42600 7.30801 1.96417 -0.01 0.04 0.03
H -0.12481 4.97738 1.42719 -0.10 -0.03 -0.06
H -1.45875 3.71368 0.05214 0.03 0.01 0.00
H -2.97597 4.24598 -1.78845 -0.01 0.00 0.00
H -2.29926 3.81458 -4.12705 0.00 0.03 -0.02
H -0.06277 2.88583 -4.60888 0.00 -0.01 -0.02
H 1.46638 2.34807 -2.78320 0.09 -0.02 -0.02
O 1.03465 -6.18121 -0.63486 0.09 -0.08 -0.12
C 0.62453 -5.05737 -0.60740 -0.29 -0.52 0.20
O 0.90273 -4.26410 0.43006 0.18 -1.01 0.29
C -0.34797 -4.55134 -1.62165 -0.14 0.22 -0.23
C -1.44062 -5.35247 -1.93740 0.03 -0.03 0.04
C -2.41167 -4.84660 -2.77863 -0.06 -0.07 -0.01
C -2.34050 -3.59365 -3.35274 0.07 0.01 0.00
C -1.21252 -2.85865 -3.05954 -0.11 0.14 -0.04
C -0.21879 -3.30728 -2.21691 0.17 -0.12 0.20
N -1.08009 -1.49611 -3.60283 -0.04 -0.07 -0.09
O -0.01741 -0.94077 -3.42295 0.23 0.25 0.08
O -2.03541 -1.02374 -4.16923 -0.11 0.04 -0.06
N -3.61487 -5.66790 -3.05129 0.09 0.02 0.02
O -4.47853 -5.16882 -3.73346 -0.12 0.13 -0.12
O -3.65029 -6.76979 -2.55889 0.01 -0.20 0.12
H -1.53660 -6.34615 -1.52205 -0.03 0.02 0.01
H -3.12179 -3.21829 -3.99747 0.03 0.00 0.02
H 0.65423 -2.68105 -2.06429 -0.01 0.01 -0.01